No. 1
A molecular structure, C23H45INO4S in a non-equilibrium geometry. Source: OMol25; level of theory: ωB97M-V/def2-TZVPD.

CARTESIAN COORDINATES (ANGSTROEM)
I (-0.42, -0.76, -6.59)
S (1.36, -1.34, 3.94)
O (1.45, -2.65, 4.73)
O (3.61, 1.58, -5.03)
O (2.32, -1.61, 2.66)
O (1.81, -0.31, 4.95)
N (2.62, 1.43, -2.86)
C (-0.56, -2.50, 2.38)
C (-2.26, -2.31, -1.84)
C (0.22, 3.65, 3.16)
C (1.69, -1.48, 1.32)
C (-0.20, -2.81, -0.18)
C (-2.69, 0.34, -2.03)
C (3.02, -1.53, 0.45)
C (-3.24, -1.14, -2.26)
C (2.58, 1.47, -4.32)
C (2.71, -1.05, -2.25)
C (-0.53, 1.23, 2.25)
C (1.85, 2.26, 1.78)
C (-3.62, 2.65, 1.20)
C (3.19, -1.98, -1.05)
C (3.51, 0.33, -2.37)
C (1.22, 1.44, -5.17)
C (-2.76, 1.88, 0.07)
C (0.65, 2.11, 2.85)
C (0.52, -2.56, 1.20)
C (-1.62, -2.10, -0.37)
C (-3.68, 1.20, -1.06)
C (-0.40, -1.28, 3.45)
C (-1.13, 0.07, 3.11)
H (-2.26, 1.01, 0.62)
H (-2.35, -2.66, 0.31)
H (1.68, 1.36, -2.46)
H (1.19, 4.14, 3.53)
H (-0.47, 3.65, 4.04)
H (-0.27, 0.94, 1.17)
H (-3.92, 1.89, 2.00)
H (0.89, 0.35, -5.43)
H (-1.47, -2.57, -2.63)
H (-0.43, -3.94, -0.22)
H (-0.19, 4.14, 2.22)
H (1.33, 2.00, -6.15)
H (-3.42, -1.24, -3.39)
H (-4.42, 0.52, -0.51)
H (4.33, 0.22, -3.15)
H (-0.96, -1.70, 4.37)
H (-4.22, 1.96, -1.71)
H (-1.99, 2.58, -0.40)
H (1.28, -0.43, 1.26)
H (-1.64, -2.48, 2.10)
H (3.83, -2.12, 1.02)
H (-3.03, 3.49, 1.69)
H (-1.40, 1.97, 2.10)
H (4.32, -2.12, -1.21)
H (1.59, -0.84, -2.27)
H (2.91, -1.65, -3.21)
H (2.62, 3.04, 2.07)
H (2.76, -3.04, -1.18)
H (-4.56, 3.13, 0.77)
H (-1.56, -1.02, -0.06)
H (1.11, -3.53, 1.39)
H (0.38, -2.62, -1.13)
H (0.39, 2.00, -4.60)
H (3.41, -0.45, 0.48)
H (-0.42, -3.43, 3.04)
H (-1.50, 0.51, 4.10)
H (3.93, 0.56, -1.33)
H (-1.64, 0.36, -1.60)
H (2.43, 1.30, 1.59)
H (-2.11, -0.23, 2.59)
H (-2.64, 0.91, -3.02)
H (1.08, 1.76, 3.83)
H (-2.91, -3.26, -1.78)
H (1.38, 2.57, 0.79)
H (-4.28, -1.24, -1.79)

Values from the calculation:
- Kohn-Sham gap: 5.69 eV
- E_LUMO: 1.95 eV
- Total charge: -1

Atomic partial charges in e from the Mulliken method, atoms 1 to 2: atom 1 (I): -0.814, atom 2 (S): 1.276


No. 2
7 unconnected molecules or ions with the total composition C6H26O7 in a non-equilibrium geometry. Source: OMol25; level of theory: ωB97M-V/def2-TZVPD.

CARTESIAN COORDINATES (ANGSTROEM)
O (-1.16, 0.03, 2.57)
O (1.53, -3.15, 0.98)
O (-1.40, -5.71, -0.36)
O (-2.56, -3.09, -4.24)
O (-5.38, -0.69, 3.20)
O (1.77, 1.27, 5.65)
O (5.71, 4.74, 2.33)
C (3.73, 3.82, 1.46)
C (-4.07, -1.58, -2.98)
C (-3.62, -2.12, -4.41)
C (4.84, 4.77, 1.20)
C (-4.70, -2.89, -5.11)
C (5.60, 4.38, -0.02)
H (-5.19, -3.55, -4.39)
H (-4.47, -0.59, 2.95)
H (-4.11, -2.37, -2.23)
H (2.09, 0.40, 5.92)
H (5.06, 4.48, -0.96)
H (-4.34, -3.37, -6.02)
H (-0.74, -0.70, 2.13)
H (-5.40, -1.49, 3.73)
H (-3.39, -0.79, -2.68)
H (-1.78, -5.30, -1.13)
H (6.47, 5.03, -0.08)
H (4.48, 5.79, 1.03)
H (5.26, 4.89, 3.16)
H (3.23, 4.17, 2.36)
H (2.31, -3.58, 1.35)
H (1.84, -2.78, 0.15)
H (-1.89, -2.66, -3.71)
H (-5.48, -2.19, -5.40)
H (4.08, 2.82, 1.71)
H (-3.33, -1.33, -5.10)
H (2.97, 3.89, 0.68)
H (5.98, 3.36, 0.14)
H (-0.49, 0.35, 3.19)
H (2.46, 1.87, 5.94)
H (-5.04, -1.09, -3.05)
H (-0.88, -5.03, 0.06)

Values from the calculation:
- ΔE to the lowest compared entry with this formula, charge and spin: 43.0 kcal per mole
- Kohn-Sham gap: 10.48 eV
- SMILES: CC(C)O.CC(C)O.O.O.O.O.O
- E_LUMO: 0.08 eV

Atomic partial charges in e from the natural (NBO) method, atoms 1 to 2: atom 1 (O): -0.946, atom 2 (O): -0.944